(1)
ORCA calculation (ωB97M-V/def2-TZVPD) on C48H38N7O2RuS as an isolated structure at a distorted geometry.

Output
energy = -78340.065 eV
spin multiplicity = 2

Cartesian coordinates (Å):
Ru (0.03173, 0.67832, 0.29215)
C (4.01130, 1.32025, 3.08119)
C (3.86114, -0.09753, 2.58919)
C (4.97532, -0.92292, 2.66796)
C (4.94848, -2.22208, 2.19353)
C (3.79536, -2.67394, 1.58539)
C (2.65652, -1.87744, 1.47445)
C (1.49553, -2.48249, 0.72545)
C (2.65389, -0.59090, 2.03393)
N (1.52884, 0.27993, 1.98983)
C (1.21558, 0.96651, 3.09867)
O (1.45886, 0.70454, 4.27788)
C (0.49402, 2.23918, 2.78211)
C (0.27161, 3.23175, 3.71628)
C (-0.32203, 4.41746, 3.29396)
C (-0.65808, 4.56927, 1.95610)
C (-0.41523, 3.51488, 1.09576)
N (0.14190, 2.38871, 1.50883)
C (-0.72278, 3.55736, -0.36239)
O (-1.15802, 4.58733, -0.87061)
N (-0.43949, 2.39641, -0.96705)
C (-0.69710, 2.26462, -2.37137)
C (0.36711, 2.28715, -3.28260)
C (1.73877, 2.78295, -2.90061)
C (0.13573, 1.91423, -4.60437)
C (-1.12972, 1.55627, -5.03361)
C (-2.19532, 1.66447, -4.15606)
C (-1.99982, 2.04640, -2.83465)
C (-3.19660, 2.32461, -1.96314)
H (5.06783, 1.57865, 3.15339)
H (3.55833, 1.44810, 4.06473)
H (3.52641, 2.03469, 2.40918)
H (5.88710, -0.52627, 3.10167)
H (5.82008, -2.85955, 2.27384)
H (3.75943, -3.67656, 1.17145)
H (1.82319, -2.81577, -0.26267)
H (0.67819, -1.78438, 0.60117)
H (1.09996, -3.35046, 1.25669)
H (0.57070, 3.05206, 4.73919)
H (-0.51461, 5.21469, 4.00057)
H (-1.10552, 5.46567, 1.55000)
H (1.75156, 3.16489, -1.88282)
H (2.02770, 3.59294, -3.57277)
H (2.49201, 2.00073, -2.99214)
H (0.96657, 1.91258, -5.30249)
H (-1.29405, 1.24547, -6.05814)
H (-3.20447, 1.46396, -4.50078)
H (-4.03162, 1.66870, -2.21623)
H (-3.51289, 3.35923, -2.11386)
H (-2.96736, 2.22394, -0.90720)
C (4.15963, 0.96028, -1.08554)
C (2.94340, 1.23362, -0.43092)
N (1.83334, 0.61832, -0.73447)
C (1.81600, -0.29694, -1.75366)
C (2.97694, -0.60168, -2.47718)
C (4.17475, 0.04461, -2.09078)
C (2.89840, -1.53871, -3.53937)
C (1.71225, -2.15110, -3.79248)
C (0.54786, -1.87766, -3.02884)
C (0.56367, -0.93023, -2.03910)
N (-0.46546, -0.52619, -1.19999)
C (-1.82783, -0.73934, -1.32742)
C (-2.49683, -1.36836, -2.34835)
C (-3.88514, -1.63033, -2.26374)
C (-4.62490, -1.25195, -1.18717)
C (-3.99974, -0.51537, -0.15187)
C (-4.70092, -0.01795, 0.96864)
C (-4.05611, 0.74473, 1.89247)
C (-2.68705, 1.01563, 1.71457)
N (-2.00339, 0.54911, 0.70446)
C (-2.62656, -0.23197, -0.23862)
H (5.05453, 1.49007, -0.78902)
H (2.87689, 1.97348, 0.35517)
H (5.09508, -0.19888, -2.60958)
H (3.78617, -1.76823, -4.11520)
H (1.64933, -2.88665, -4.58495)
H (-0.33141, -2.47139, -3.21320)
H (-1.97740, -1.64179, -3.25102)
H (-4.36429, -2.15629, -3.08055)
H (-5.68689, -1.45567, -1.13141)
H (-5.75425, -0.25071, 1.07930)
H (-4.57462, 1.15324, 2.74881)
H (-2.14380, 1.62394, 2.42798)
S (-2.01711, -2.46190, 4.52395)
C (-1.17811, -1.32403, 3.51915)
N (-1.07217, -1.61961, 2.27199)
C (-1.67994, -2.84935, 2.01849)
C (-1.71982, -3.49242, 0.77905)
C (-2.33074, -4.72390, 0.68821)
C (-2.91068, -5.32917, 1.81416)
C (-2.88070, -4.70853, 3.04506)
C (-2.25446, -3.46441, 3.13562)
H (-0.75400, -0.43036, 3.96532)
H (-1.26599, -3.02433, -0.08605)
H (-2.35180, -5.24047, -0.26264)
H (-3.38550, -6.29713, 1.71664)
H (-3.32665, -5.17259, 3.91506)

Atoms 1-2, force components in eV/Å:
1.113 3.194 -1.236
0.032 -0.103 0.001

---

(2)
ORCA calculation (ωB97M-V/def2-TZVPD) on C48H39ClCuN3O4P2 as an isolated structure.

Output
energy = -138812.371 eV
spin multiplicity = 1

Cartesian coordinates (Å):
Cu (0.18285, -0.18716, 0.14923)
O (-0.90844, -2.03952, 2.62753)
C (-1.73196, -1.06377, 3.14720)
C (-3.03705, -1.28438, 3.55723)
C (-3.74734, -0.23590, 4.13012)
C (-3.15444, 1.00504, 4.30365)
C (-1.85230, 1.21356, 3.86755)
C (-1.12864, 0.19403, 3.26466)
P (0.48690, 0.34463, 2.44247)
C (1.51900, -0.72554, 3.50232)
C (2.25772, -1.74304, 2.90942)
C (3.02888, -2.59272, 3.69420)
C (3.05736, -2.43393, 5.07093)
C (2.30800, -1.42726, 5.66917)
C (1.54004, -0.57932, 4.88755)
C (1.10737, 2.01282, 2.85067)
C (0.36617, 3.15824, 2.54821)
C (0.92006, 4.41866, 2.70580)
C (2.23146, 4.56287, 3.13919)
C (2.98569, 3.43443, 3.41546)
C (2.42857, 2.16961, 3.27534)
C (-1.44050, -3.19674, 2.09458)
C (-1.84490, -4.21110, 2.95428)
C (-2.39554, -5.36876, 2.43429)
C (-2.54762, -5.50747, 1.05790)
C (-2.11044, -4.50229, 0.21528)
C (-1.51360, -3.33928, 0.71061)
P (-0.93903, -2.02967, -0.43504)
C (-2.55634, -1.67961, -1.21659)
C (-3.55426, -1.20277, -0.36451)
C (-4.80547, -0.87672, -0.85640)
C (-5.07136, -1.00304, -2.21483)
C (-4.08103, -1.46207, -3.06669)
C (-2.82846, -1.80638, -2.57140)
C (0.04459, -2.90927, -1.69641)
C (0.52059, -4.20972, -1.56508)
C (1.37109, -4.74636, -2.52246)
C (1.75473, -3.99088, -3.61883)
C (1.30291, -2.68355, -3.74298)
C (0.46735, -2.13922, -2.78211)
H (-3.49748, -2.25380, 3.43182)
H (-4.76812, -0.40291, 4.45003)
H (-3.70380, 1.81513, 4.76508)
H (-1.40310, 2.19002, 3.98782)
H (2.20600, -1.89868, 1.83913)
H (3.59419, -3.38900, 3.22538)
H (3.65306, -3.10030, 5.68257)
H (2.31975, -1.30703, 6.74545)
H (0.95064, 0.20108, 5.35622)
H (-0.63725, 3.05875, 2.16032)
H (0.32529, 5.29534, 2.47937)
H (2.66251, 5.54930, 3.25721)
H (4.01281, 3.53170, 3.74510)
H (3.03413, 1.30050, 3.49156)
H (-1.72707, -4.07101, 4.02123)
H (-2.71670, -6.15839, 3.10145)
H (-3.00176, -6.39946, 0.64659)
H (-2.23185, -4.61277, -0.85591)
H (-3.35025, -1.07772, 0.69531)
H (-5.57021, -0.51074, -0.18193)
H (-6.04178, -0.72862, -2.60897)
H (-4.27627, -1.54440, -4.12888)
H (-2.06500, -2.16214, -3.25199)
H (0.25768, -4.80739, -0.70336)
H (1.73938, -5.75757, -2.40287)
H (2.41481, -4.41262, -4.36682)
H (1.61756, -2.07608, -4.58314)
H (0.17730, -1.09438, -2.84561)
Cl (-5.16995, 2.26470, -4.47380)
C (-3.66634, 1.93034, -3.65820)
C (-2.55564, 1.51608, -4.41161)
C (-1.37956, 1.18891, -3.79692)
C (-1.22601, 1.25359, -2.37191)
O (-0.13883, 0.88610, -1.81711)
C (-2.36449, 1.72802, -1.64356)
C (-2.32366, 1.88538, -0.21794)
O (-1.34185, 1.73686, 0.50689)
C (-3.57009, 2.03572, -2.30115)
H (-2.64824, 1.44936, -5.48868)
H (-0.52341, 0.86218, -4.37500)
H (-3.28552, 2.18178, 0.24631)
H (-4.42546, 2.35158, -1.71408)
C (5.38739, -1.72289, -0.67118)
N (4.47930, -0.58534, -0.61175)
C (4.91779, 0.68869, -0.72714)
C (4.06904, 1.73434, -0.68061)
C (2.67950, 1.42705, -0.51785)
N (2.25027, 0.17966, -0.36633)
C (3.12072, -0.87241, -0.41419)
O (2.78246, -2.03506, -0.26242)
N (1.77666, 2.40793, -0.51518)
H (6.40302, -1.35275, -0.79071)
H (5.12526, -2.36808, -1.50778)
H (5.31181, -2.30693, 0.24381)
H (5.98360, 0.81186, -0.86419)
H (4.41633, 2.74990, -0.78579)
H (2.06500, 3.36710, -0.57120)
H (0.79486, 2.16560, -0.62287)

Atoms 1-2, force components in eV/Å:
0.210 0.067 0.163
-0.062 -0.017 -0.016

---

(3)
ORCA calculation (ωB97M-V/def2-TZVPD) on C48H40GeIN11O2ReS2 as an isolated structure at a distorted geometry.

Output
energy = -159325.477 eV
spin multiplicity = 2

Cartesian coordinates (Å):
Re (0.28392, -1.02868, -0.27570)
C (-1.84550, 1.56719, 4.58653)
N (-2.15283, 0.32375, 3.93962)
C (-3.27395, -0.43322, 4.13089)
C (-3.13802, -1.56383, 3.40888)
N (-1.90884, -1.52196, 2.76621)
C (-1.31308, -0.33236, 3.09333)
S (0.19293, 0.23432, 2.67028)
C (-1.41051, -2.63181, 2.07451)
C (-1.79542, -3.88343, 2.55868)
C (-1.48553, -5.03523, 1.87002)
C (-0.77504, -4.89577, 0.67150)
C (-0.35781, -3.64830, 0.29825)
N (-0.62722, -2.50039, 0.96761)
H (-2.35253, 1.60539, 5.54987)
H (-2.15755, 2.41557, 3.97216)
H (-0.76577, 1.62121, 4.73109)
H (-4.07845, -0.11237, 4.75845)
H (-3.82701, -2.36734, 3.27021)
H (-2.32314, -3.93883, 3.49799)
H (-1.77550, -6.00596, 2.23897)
H (-0.53674, -5.74213, 0.04845)
H (0.23544, -3.55711, -0.60137)
N (2.65513, -2.50680, -4.15679)
C (2.30770, -3.80875, -4.50983)
C (2.17678, -4.17205, -5.84217)
C (1.80029, -5.45896, -6.17788)
C (1.53875, -6.39100, -5.18837)
C (1.67246, -6.04462, -3.85403)
C (2.07042, -4.76333, -3.51923)
S (2.30614, -4.24823, -1.83899)
N (1.87146, -2.62306, -1.92187)
C (2.10428, -1.94057, -3.00702)
C (1.70927, -0.56403, -3.02891)
C (1.77496, 0.28912, -4.15220)
C (1.09320, 1.47881, -4.15446)
C (0.35988, 1.87257, -3.02430)
C (0.45754, 1.07882, -1.90616)
N (1.11415, -0.09139, -1.90050)
H (2.73311, -1.87434, -4.94131)
H (2.38028, -3.43728, -6.60690)
H (1.70556, -5.72970, -7.21726)
H (1.22264, -7.38710, -5.45340)
H (1.48572, -6.76599, -3.07331)
H (2.32816, 0.00680, -5.03617)
H (1.10218, 2.11050, -5.02918)
H (-0.27472, 2.74252, -3.04303)
H (-1.21738, 1.35214, -0.65244)
N (4.49382, -3.43569, 1.36282)
N (3.67566, -2.35622, 1.30264)
N (4.02936, -1.15037, 1.67913)
C (2.99089, -0.41777, 1.32555)
N (2.04403, -1.17233, 0.74148)
N (2.49079, -2.41505, 0.76136)
H (4.98313, -3.49984, 2.24784)
H (3.97112, -4.26841, 1.11709)
H (2.91314, 0.63374, 1.51226)
C (-0.14349, 1.15651, -0.55315)
Ge (0.47587, 2.81509, 0.43469)
C (1.03676, 4.04366, -1.02968)
C (0.33314, 5.18992, -1.36979)
C (0.73042, 5.97128, -2.44243)
C (1.85967, 5.63657, -3.17028)
C (2.56918, 4.49436, -2.84340)
C (2.14363, 3.69984, -1.79688)
C (-1.10844, 3.64293, 1.31969)
C (-2.35333, 3.03074, 1.36783)
C (-3.44524, 3.67226, 1.92874)
C (-3.30251, 4.94135, 2.46418)
C (-2.06520, 5.56439, 2.43141)
C (-0.98246, 4.91875, 1.86157)
C (1.97550, 2.95835, 1.75808)
C (3.31031, 2.99060, 1.37094)
C (4.31928, 3.16641, 2.30397)
C (4.00733, 3.32001, 3.64323)
C (2.68096, 3.31699, 4.03873)
C (1.67760, 3.14060, 3.10278)
H (-0.54252, 5.46753, -0.79612)
H (0.15548, 6.84594, -2.71233)
H (2.17346, 6.25378, -4.00021)
H (3.44226, 4.21333, -3.41410)
H (2.66286, 2.77590, -1.58838)
H (-2.47118, 2.03365, 0.96736)
H (-4.41077, 3.18414, 1.94450)
H (-4.15310, 5.44232, 2.90284)
H (-1.94625, 6.55597, 2.84638)
H (-0.01693, 5.40707, 1.83075)
H (3.57837, 2.88262, 0.32991)
H (5.35185, 3.17762, 1.98395)
H (4.79352, 3.45238, 4.37271)
H (2.42938, 3.44930, 5.08202)
H (0.64424, 3.14228, 3.41691)
I (-7.13118, -1.16044, 2.44413)
C (-5.56137, -1.52263, 1.06507)
C (-4.57999, -0.55947, 0.91773)
C (-3.51992, -0.80826, 0.06871)
C (-3.45598, -1.99450, -0.64746)
C (-4.45941, -2.94365, -0.49849)
C (-5.51491, -2.71573, 0.36746)
C (-2.30236, -2.24486, -1.61243)
O (-2.38048, -3.18255, -2.38994)
O (-1.34156, -1.40449, -1.56977)
H (-4.63007, 0.37526, 1.45405)
H (-2.72045, -0.08955, -0.04862)
H (-4.40216, -3.85873, -1.06874)
H (-6.29155, -3.45572, 0.49101)

Atoms 1-2, force components in eV/Å:
-0.370 1.561 -0.265
0.154 0.522 0.127

---

(4)
ORCA calculation (ωB97M-V/def2-TZVPD) on C48H42Br2F4GeN4O2P2SZr as an isolated structure at a distorted geometry.

Output
energy = -298672.918 eV
spin multiplicity = 1

Cartesian coordinates (Å):
Zr (0.19946, -0.34579, 0.30593)
O (4.95798, -4.51708, 1.91629)
C (3.87476, -3.85290, 1.47726)
C (3.47873, -3.87041, 0.13475)
C (2.34208, -3.17897, -0.23007)
N (1.59833, -2.49070, 0.63415)
C (1.97421, -2.47501, 1.92206)
Br (2.45161, 0.97873, 1.68064)
C (3.09922, -3.14074, 2.38461)
H (5.36910, -5.00665, 1.19041)
H (4.05341, -4.42099, -0.59671)
H (2.00089, -3.17880, -1.26186)
H (3.36598, -3.10534, 3.42840)
F (-1.55129, -1.43178, -7.32258)
C (-1.64121, -0.89439, -6.10310)
C (-2.87092, -0.44649, -5.62226)
F (-3.95637, -0.52736, -6.39836)
C (-2.97060, 0.09236, -4.34582)
F (-4.15877, 0.58687, -3.97813)
C (-1.87295, 0.16340, -3.49242)
P (-1.85796, 0.63515, -1.68283)
C (-3.59571, 0.22254, -1.32718)
C (-4.06472, -1.02962, -1.72347)
C (-5.38019, -1.38731, -1.51530)
C (-6.25095, -0.49206, -0.91501)
C (-5.78747, 0.74218, -0.49430)
C (-4.45885, 1.08951, -0.66824)
C (-1.90291, 2.44645, -1.96897)
C (-2.96081, 3.17383, -2.34710)
C (-2.90518, 4.62120, -2.39071)
C (-1.84121, 5.29254, -1.94605)
C (-0.62774, 4.58838, -1.44370)
C (-0.56706, 3.07271, -1.70903)
C (-0.64215, -0.23195, -4.02322)
Br (0.89204, 0.05851, -2.95954)
C (-0.51346, -0.75285, -5.30078)
F (0.67961, -1.13495, -5.76647)
H (-3.39528, -1.71452, -2.23139)
H (-5.72977, -2.35563, -1.84120)
H (-7.28633, -0.75987, -0.77229)
H (-6.46542, 1.44161, -0.02819)
H (-4.09903, 2.03840, -0.29945)
H (-3.90075, 2.70795, -2.60254)
H (-3.77840, 5.13850, -2.76102)
H (-1.82479, 6.37374, -1.94175)
H (0.27148, 5.09695, -1.80385)
H (0.11700, 2.77071, -2.50940)
C (-5.95782, 2.10931, 4.65728)
C (-6.07458, 1.52756, 3.40608)
C (-4.94644, 1.06732, 2.74995)
C (-3.67846, 1.21858, 3.30210)
C (-3.57600, 1.79497, 4.56560)
C (-4.70640, 2.22008, 5.24002)
P (-2.23703, 0.54766, 2.35437)
C (-1.05205, 0.61649, 3.76565)
C (-0.01419, 1.53126, 3.89366)
C (0.80718, 1.50027, 5.00993)
C (0.60849, 0.55975, 6.00585)
C (-0.43891, -0.34161, 5.89592)
C (-1.26849, -0.30190, 4.79403)
C (-1.68060, 2.00961, 1.37933)
C (-2.25045, 3.34175, 1.51964)
C (-1.72397, 4.39705, 0.89910)
C (-0.47700, 4.30683, 0.08267)
C (-0.06245, 2.84639, -0.26383)
C (-0.68969, 1.70307, 0.50040)
H (-6.83799, 2.45844, 5.17916)
H (-7.04823, 1.42435, 2.94624)
H (-5.03698, 0.57124, 1.79581)
H (-2.61157, 1.90077, 5.03774)
H (-4.60904, 2.64360, 6.22975)
H (0.14950, 2.28918, 3.13946)
H (1.60925, 2.21825, 5.10662)
H (1.25960, 0.53666, 6.86892)
H (-0.61097, -1.07554, 6.67073)
H (-2.09981, -0.98966, 4.72411)
H (-3.13112, 3.44394, 2.13944)
H (-2.16165, 5.38161, 0.99765)
H (0.30297, 4.91995, 0.55246)
H (1.02724, 2.73054, -0.25405)
O (-2.23266, -3.18670, -0.04200)
S (-1.43120, -2.88792, -1.25417)
N (-0.60509, -1.65593, -1.15229)
C (5.28894, 1.69755, -0.17032)
Ge (3.62683, 1.39613, -1.24519)
C (3.05830, 3.23458, -1.78223)
C (4.26224, 0.50332, -2.91683)
C (2.36589, 0.23577, -0.20412)
H (6.06971, 2.10011, -0.80799)
H (5.65499, 0.77005, 0.25951)
H (5.11474, 2.39750, 0.64057)
H (3.89523, 3.67599, -2.31464)
H (2.84094, 3.86733, -0.92746)
H (2.20913, 3.22732, -2.45502)
H (5.24673, 0.88633, -3.16430)
H (3.60269, 0.70534, -3.75141)
H (4.33831, -0.57215, -2.79649)
H (2.97357, -0.68177, -0.11067)
N (-1.25095, -2.08760, 2.30971)
C (-0.92588, -3.07969, 3.19547)
C (0.32851, -2.95852, 3.64124)
C (0.97148, -1.82598, 2.86985)
N (-0.11964, -1.24765, 2.10922)
H (-1.77339, -2.36290, 1.46947)
H (-1.67785, -3.78465, 3.49665)
H (0.83627, -3.53263, 4.38710)
H (1.46356, -1.09188, 3.52925)

Atoms 1-2, force components in eV/Å:
0.173 0.084 -0.791
0.209 -0.115 0.030